[1]
This record from OMol25 describes 6 unconnected molecules or ions with the total composition C33H36ClN5O2. The level of theory is the ωB97M-V functional and the def2-TZVPD basis.

Last column: Löwdin charge in e.
CARTESIAN COORDINATES (ANGSTROEM)
C  -0.08  -0.98  -2.42  -0.120
C  1.16  -1.20  -3.41  -0.679
Cl  0.87  -2.57  -4.60  0.558
C  2.57  -1.31  -2.70  -0.182
C  2.70  -2.50  -1.71  -0.172
C  1.66  -3.44  -1.35  -0.029
C  1.88  -4.51  -0.37  -0.011
C  3.18  -4.65  0.26  -0.068
C  4.26  -3.71  -0.09  -0.061
C  4.02  -2.67  -1.06  0.047
C  5.63  -3.89  0.64  -0.316
O  6.68  -3.63  0.12  0.106
C  5.51  -4.38  2.12  0.017
C  4.51  -5.24  2.45  0.017
C  3.51  -5.73  1.34  -0.318
O  3.07  -6.85  1.33  0.107
H  0.28  -1.00  -1.36  0.078
H  -0.69  -0.08  -2.67  0.071
H  -0.77  -1.86  -2.53  0.047
H  1.20  -0.28  -4.05  0.083
H  2.76  -0.34  -2.17  0.125
H  3.33  -1.43  -3.52  0.123
H  0.65  -3.37  -1.82  0.084
H  1.08  -5.22  -0.06  0.120
H  4.84  -1.97  -1.34  0.129
H  6.22  -3.99  2.88  0.122
H  4.39  -5.59  3.50  0.124
C  -5.21  -0.22  -1.42  -0.112
C  -5.31  -1.55  -0.92  -0.113
C  -4.44  -2.32  -1.65  -0.142
N  -3.83  -1.51  -2.57  -0.001
C  -4.29  -0.23  -2.43  -0.149
H  -5.76  0.64  -1.07  0.091
H  -5.94  -1.90  -0.12  0.091
H  -4.21  -3.37  -1.60  0.107
H  -3.15  -1.82  -3.24  0.131
H  -3.92  0.56  -3.06  0.101
C  0.35  4.08  -0.98  -0.115
C  1.57  3.41  -1.26  -0.105
C  1.46  2.87  -2.52  -0.152
N  0.22  3.19  -3.01  0.002
C  -0.46  3.93  -2.08  -0.149
H  0.09  4.61  -0.08  0.099
H  2.43  3.33  -0.61  0.093
H  2.15  2.29  -3.11  0.100
H  -0.14  2.92  -3.91  0.143
H  -1.46  4.29  -2.28  0.108
C  -2.49  -3.17  2.68  -0.119
C  -1.84  -4.33  3.15  -0.099
C  -0.64  -4.43  2.49  -0.134
N  -0.54  -3.36  1.64  0.015
C  -1.66  -2.59  1.75  -0.158
H  -3.45  -2.79  2.98  0.095
H  -2.21  -5.03  3.89  0.094
H  0.15  -5.16  2.56  0.105
H  0.24  -3.18  1.02  0.109
H  -1.77  -1.69  1.16  0.112
C  -2.83  1.68  5.07  -0.119
C  -1.42  1.82  5.25  -0.120
C  -0.83  0.76  4.60  -0.144
N  -1.82  -0.01  4.05  0.012
C  -3.04  0.55  4.33  -0.144
H  -3.59  2.34  5.45  0.088
H  -0.91  2.60  5.78  0.087
H  0.21  0.49  4.49  0.102
H  -1.68  -0.85  3.52  0.098
H  -3.95  0.09  3.97  0.103
C  -0.89  9.27  -0.50  -0.117
C  0.51  9.42  -0.35  -0.117
C  1.11  8.37  -1.00  -0.143
N  0.12  7.59  -1.54  0.004
C  -1.10  8.13  -1.24  -0.147
H  -1.66  9.92  -0.12  0.089
H  1.02  10.21  0.18  0.089
H  2.15  8.12  -1.12  0.104
H  0.27  6.75  -2.06  0.122
H  -2.01  7.67  -1.59  0.102

Summary:
Structure (SMILES): C[C@H](Cl)Cc1ccc2c(c1)C(=O)C=CC2=O.c1cc[nH]c1.c1cc[nH]c1.c1cc[nH]c1.c1cc[nH]c1.c1cc[nH]c1
Lowest unoccupied orbital energy: -1.12 eV
Gap between HOMO and LUMO: 0.2550 Eh
E: -58869.956 eV
Maximum force: 2.2 eV/Å
Total charge: 0
Highest occupied orbital energy: -8.055 eV

[2]
This record from OMol25 describes 9 unconnected molecules or ions with the total composition FH16O8. The level of theory is the ωB97M-V functional and the def2-TZVPD basis.

Last column: natural (NBO) charge in e.
CARTESIAN COORDINATES (ANGSTROEM)
F  -0.13  0.14  -0.22  -0.799
O  -1.68  -1.04  1.53  -0.963
H  -1.05  -0.66  0.92  0.481
H  -2.50  -0.64  1.25  0.456
O  1.41  -1.39  2.36  -0.960
H  1.18  -0.53  2.06  0.486
H  2.33  -1.43  2.22  0.448
O  1.30  1.26  1.67  -0.976
H  0.64  1.00  0.99  0.499
H  2.15  1.20  1.22  0.477
O  -0.27  -2.30  -0.65  -0.997
H  -0.08  -1.34  -0.47  0.476
H  -0.10  -2.78  0.21  0.471
O  -2.32  1.75  -0.09  -0.973
H  -1.68  1.05  -0.38  0.492
H  -2.09  1.84  0.88  0.459
O  0.85  2.13  -1.82  -0.958
H  0.04  2.63  -1.84  0.467
H  0.66  1.38  -1.23  0.475
O  -1.46  0.21  -2.36  -0.957
H  -0.90  0.06  -1.58  0.472
H  -2.19  -0.34  -2.11  0.453
O  2.22  -0.52  -1.03  -0.975
H  2.34  -1.42  -0.70  0.468
H  1.33  -0.26  -0.83  0.477

Summary:
Lowest unoccupied orbital energy: 3.42 eV
Gap between HOMO and LUMO: 0.3860 Eh
E: -19360.375 eV
Maximum force: 2.2 eV/Å
Total charge: -1
Highest occupied orbital energy: -7.086 eV

[3]
This record from OMol25 describes a single C28H34N2O6 molecule. The level of theory is the ωB97M-V functional and the def2-TZVPD basis.

Last column: natural (NBO) charge in e.
CARTESIAN COORDINATES (ANGSTROEM)
C  -4.54  -5.47  0.02  -0.253
O  -3.70  -4.74  0.87  -0.492
C  -3.27  -3.51  0.48  0.308
C  -3.61  -2.89  -0.73  -0.322
C  -3.12  -1.63  -1.02  -0.135
C  -2.29  -0.96  -0.13  -0.001
C  -1.81  0.44  -0.43  -0.138
C  -1.40  0.66  -1.86  -0.249
C  -0.21  0.38  -2.50  0.470
O  -0.04  0.74  -3.76  -0.649
C  0.97  -0.18  -1.84  -0.174
C  2.22  0.33  -2.20  -0.146
C  3.37  -0.09  -1.56  -0.270
C  3.30  -1.07  -0.57  0.330
O  4.34  -1.55  0.15  -0.496
C  5.67  -1.09  -0.09  0.100
C  6.46  -1.42  1.17  -0.613
C  6.26  -1.77  -1.32  -0.635
C  2.05  -1.61  -0.25  -0.259
C  0.91  -1.17  -0.87  -0.163
C  -2.39  1.47  -2.52  0.445
O  -2.39  1.81  -3.70  -0.581
C  -3.38  1.90  -1.45  0.574
O  -4.35  2.62  -1.57  -0.593
N  -2.94  1.35  -0.30  -0.408
C  -3.62  1.56  0.95  -0.224
C  -3.16  2.82  1.69  -0.411
C  -1.83  2.68  2.44  -0.208
N  -0.67  2.43  1.60  -0.458
C  -0.33  3.58  0.76  -0.260
C  0.89  3.24  -0.10  -0.067
O  2.00  2.86  0.67  -0.527
C  1.67  1.76  1.49  -0.072
C  0.49  2.07  2.40  -0.249
C  -1.96  -1.58  1.07  -0.226
C  -2.44  -2.83  1.37  -0.249
H  -4.75  -6.40  0.53  0.202
H  -5.48  -4.94  -0.16  0.178
H  -4.06  -5.68  -0.94  0.177
H  -4.25  -3.38  -1.44  0.222
H  -3.40  -1.16  -1.95  0.210
H  -1.03  0.74  0.28  0.263
H  -0.86  1.20  -4.08  0.520
H  2.28  1.09  -2.96  0.231
H  4.31  0.35  -1.85  0.216
H  5.66  0.00  -0.23  0.174
H  6.45  -2.49  1.34  0.213
H  6.02  -0.93  2.03  0.218
H  7.49  -1.09  1.05  0.213
H  7.27  -1.40  -1.50  0.216
H  6.30  -2.85  -1.16  0.215
H  5.66  -1.58  -2.20  0.217
H  2.01  -2.38  0.50  0.227
H  -0.04  -1.62  -0.62  0.231
H  -4.68  1.67  0.72  0.234
H  -3.48  0.68  1.58  0.207
H  -3.91  3.07  2.44  0.218
H  -3.12  3.65  0.98  0.216
H  -1.68  3.59  3.05  0.172
H  -1.91  1.83  3.12  0.192
H  -1.17  3.81  0.11  0.211
H  -0.09  4.46  1.38  0.172
H  1.20  4.11  -0.68  0.197
H  0.62  2.42  -0.80  0.165
H  2.56  1.54  2.08  0.193
H  1.43  0.89  0.86  0.171
H  0.25  1.19  3.00  0.200
H  0.77  2.89  3.09  0.171
H  -1.31  -1.07  1.77  0.213
H  -2.19  -3.32  2.30  0.224

Summary:
Structure (SMILES): COc1ccc([C@H]2/C(=C(/O)c3ccc(OC(C)C)cc3)C(=O)C(=O)N2CCCN2CCOCC2)cc1
Lowest unoccupied orbital energy: -0.23 eV
Gap between HOMO and LUMO: 0.2973 Eh
E: -44853.045 eV
Maximum force: 0.9 eV/Å
Total charge: 0
Highest occupied orbital energy: -8.323 eV

[4]
This record from OMol25 describes a molecular structure, C21H25F5GaN3O3SSiTe. The level of theory is the ωB97M-V functional and the def2-TZVPD basis.

Last column: natural (NBO) charge in e.
CARTESIAN COORDINATES (ANGSTROEM)
Ga  -0.15  0.02  0.09  2.020
C  -2.18  -1.79  -7.26  -0.634
C  -1.81  -1.91  -5.81  0.026
C  -1.31  -3.11  -5.30  -0.226
C  -0.94  -3.22  -3.97  -0.177
C  -1.08  -2.11  -3.14  -0.315
C  -1.57  -0.90  -3.62  -0.159
C  -1.93  -0.81  -4.95  -0.205
S  -0.59  -2.23  -1.47  2.334
O  -0.37  -3.61  -1.16  -0.924
O  -1.55  -1.47  -0.65  -0.977
N  0.67  -1.26  -1.22  -1.090
C  1.94  -1.40  -1.72  0.419
C  2.57  -2.62  -1.94  -0.274
C  3.88  -2.63  -2.36  -0.116
C  4.55  -1.42  -2.53  -0.271
C  3.87  -0.25  -2.32  0.077
N  2.58  -0.24  -1.96  -0.485
H  -2.70  -2.69  -7.60  0.223
H  -1.29  -1.67  -7.87  0.229
H  -2.82  -0.93  -7.43  0.222
H  -1.22  -3.96  -5.95  0.217
H  -0.58  -4.15  -3.57  0.240
H  -1.66  -0.05  -2.96  0.251
H  -2.32  0.12  -5.33  0.221
H  2.03  -3.53  -1.73  0.255
H  4.39  -3.57  -2.52  0.229
H  5.59  -1.38  -2.82  0.236
H  4.34  0.71  -2.47  0.244
C  0.43  -1.37  4.47  -1.129
Si  -0.12  -1.62  2.70  1.829
C  1.32  -2.42  1.78  -1.144
C  -1.57  -2.79  2.66  -1.140
N  -0.48  -0.11  1.89  -1.368
C  -0.83  1.08  2.57  0.258
C  -0.43  2.34  2.11  -0.296
C  -0.80  3.49  2.78  -0.171
C  -1.57  3.43  3.93  -0.253
C  -1.98  2.19  4.39  -0.189
C  -1.62  1.03  3.72  -0.289
H  0.88  -2.31  4.79  0.236
H  -0.37  -1.14  5.16  0.240
H  1.19  -0.59  4.55  0.247
H  1.87  -3.05  2.49  0.246
H  2.03  -1.68  1.40  0.238
H  1.00  -3.07  0.96  0.245
H  -1.33  -3.72  3.18  0.236
H  -1.86  -3.03  1.64  0.250
H  -2.44  -2.34  3.16  0.237
H  0.20  2.43  1.24  0.227
H  -0.48  4.45  2.39  0.214
H  -1.86  4.34  4.45  0.212
H  -2.60  2.12  5.28  0.210
H  -2.00  0.08  4.07  0.208
F  1.70  0.88  0.00  -0.693
Te  1.29  1.72  -1.96  3.363
F  2.90  2.23  -2.75  -0.600
F  0.52  3.10  -2.94  -0.614
F  0.90  0.74  -3.52  -0.620
F  1.73  3.12  -0.80  -0.595
O  -0.37  1.32  -1.26  -1.185

Summary:
Lowest unoccupied orbital energy: -1.64 eV
Gap between HOMO and LUMO: 0.2306 Eh
E: -124768.765 eV
Maximum force: 0.6 eV/Å
Total charge: 0
Highest occupied orbital energy: -7.909 eV

Question: The highest gap between HOMO and LUMO belongs to which entry?
Answer: FH16O8